1.
{
  "formula": "C10H16N10Pt",
  "method": "ωB97M-V with the def2-TZVPD basis set",
  "species": ["Pt", "N", "C", "N", "C", "N", "C", "C", "N", "C", "C", "N", "H", "H", "H", "H", "H", "C", "N", "C", "C", "N", "N", "C", "N", "N", "H", "H", "H", "H", "H", "H", "H", "H", "H", "H", "H"],
  "positions_angstrom": [[-0.953, 0.553, -0.708], [-5.123, 0.640, -0.477], [-4.059, 0.533, -1.260], [-2.986, 0.626, -0.488], [-3.480, 0.797, 0.779], [-4.781, 0.809, 0.820], [-2.549, 0.984, 1.890], [-2.930, 1.186, 3.208], [-2.024, 1.412, 4.153], [-0.744, 1.413, 3.795], [-0.350, 1.166, 2.486], [-1.259, 0.961, 1.540], [-6.098, 0.635, -0.741], [-4.081, 0.397, -2.330], [-3.976, 1.157, 3.491], [-0.011, 1.622, 4.565], [0.693, 1.126, 2.202], [3.707, 1.486, -0.824], [3.267, 0.105, -1.038], [4.304, -0.907, -1.278], [1.969, -0.198, -1.036], [1.020, 0.703, -0.993], [1.658, -1.540, -1.128], [0.421, -2.150, -1.250], [0.486, -3.485, -1.400], [-0.691, -1.497, -1.191], [4.698, 1.469, -0.381], [3.053, 2.001, -0.122], [3.751, 2.043, -1.762], [5.259, -0.403, -1.371], [4.133, -1.442, -2.214], [4.384, -1.609, -0.444], [1.354, 1.654, -1.054], [2.446, -2.164, -1.127], [1.356, -3.981, -1.492], [-0.353, -4.023, -1.529], [-1.510, -2.079, -1.293]],
  "homo_lumo_gap_ev": [7.81, 7.81],
  "lumo_ev": [-7.173, -7.174],
  "total_charge": 2,
  "spin_multiplicity": 1,
  "de_lowest_kcal_mol": 4.69
}

2.
{
  "formula": "C26H79N17O11",
  "method": "ωB97M-V with the def2-TZVPD basis set",
  "species": ["C", "O", "C", "C", "C", "N", "H", "H", "H", "H", "H", "H", "H", "H", "H", "H", "H", "C", "O", "C", "C", "C", "N", "H", "H", "H", "H", "H", "H", "H", "H", "H", "H", "H", "C", "O", "C", "C", "C", "N", "H", "H", "H", "H", "H", "H", "H", "H", "H", "H", "H", "C", "O", "C", "C", "C", "N", "H", "H", "H", "H", "H", "H", "H", "H", "H", "H", "H", "C", "O", "C", "C", "C", "N", "H", "H", "H", "H", "H", "H", "H", "H", "H", "H", "H", "N", "C", "N", "O", "H", "H", "H", "H", "N", "C", "N", "O", "H", "H", "H", "H", "N", "C", "N", "O", "H", "H", "H", "H", "N", "C", "N", "O", "H", "H", "H", "H", "N", "C", "N", "O", "H", "H", "H", "H", "N", "C", "N", "O", "H", "H", "H", "H"],
  "positions_angstrom": [[-11.757, 8.391, -29.061], [-12.674, 7.687, -28.258], [-13.949, 8.271, -28.150], [-14.791, 7.413, -27.214], [-15.220, 6.129, -27.904], [-16.132, 8.118, -27.069], [-10.879, 8.752, -28.521], [-12.151, 9.235, -29.636], [-11.384, 7.677, -29.807], [-13.929, 9.301, -27.770], [-14.454, 8.278, -29.126], [-14.427, 7.329, -26.197], [-15.743, 6.237, -28.855], [-15.984, 5.613, -27.307], [-14.410, 5.404, -28.011], [-16.009, 9.040, -26.653], [-16.424, 8.291, -28.028], [-15.083, 5.382, -14.456], [-15.103, 4.042, -14.887], [-15.930, 3.177, -14.116], [-16.488, 2.025, -14.973], [-16.912, 2.543, -16.326], [-17.634, 1.441, -14.268], [-16.041, 5.865, -14.682], [-14.305, 5.885, -15.029], [-14.840, 5.460, -13.391], [-15.270, 2.760, -13.339], [-16.688, 3.773, -13.594], [-15.724, 1.252, -15.022], [-17.692, 3.306, -16.242], [-17.390, 1.729, -16.881], [-16.090, 2.900, -16.937], [-17.358, 1.111, -13.348], [-18.355, 2.126, -14.069], [-21.492, 1.365, -20.807], [-20.823, 2.442, -21.414], [-20.643, 3.609, -20.623], [-20.925, 4.807, -21.477], [-20.837, 6.123, -20.728], [-22.279, 4.693, -22.080], [-20.891, 1.159, -19.914], [-21.441, 0.479, -21.439], [-22.540, 1.470, -20.515], [-21.392, 3.600, -19.816], [-19.680, 3.614, -20.104], [-20.268, 4.883, -22.349], [-21.447, 6.097, -19.822], [-21.136, 6.959, -21.359], [-19.837, 6.372, -20.362], [-22.389, 5.394, -22.799], [-22.348, 3.763, -22.477], [-14.957, 4.417, -19.732], [-15.444, 5.528, -20.472], [-15.968, 5.189, -21.735], [-16.014, 6.424, -22.645], [-17.255, 7.292, -22.410], [-15.951, 5.997, -24.056], [-14.306, 3.775, -20.332], [-15.821, 3.760, -19.548], [-14.499, 4.601, -18.766], [-15.392, 4.413, -22.250], [-17.014, 4.874, -21.609], [-15.124, 7.043, -22.496], [-18.095, 6.870, -22.960], [-17.004, 8.274, -22.825], [-17.458, 7.502, -21.359], [-16.387, 5.098, -24.247], [-16.491, 6.611, -24.664], [-23.603, 10.724, -17.634], [-22.253, 10.634, -18.047], [-22.070, 10.231, -19.376], [-20.676, 9.671, -19.547], [-20.325, 9.444, -21.011], [-20.540, 8.393, -18.760], [-24.071, 11.631, -18.028], [-23.574, 10.787, -16.548], [-24.148, 9.826, -17.940], [-22.824, 9.505, -19.717], [-22.190, 11.089, -20.061], [-19.938, 10.359, -19.126], [-20.176, 10.425, -21.473], [-21.164, 8.958, -21.516], [-19.423, 8.853, -21.128], [-19.848, 8.657, -18.056], [-21.385, 8.337, -18.192], [-12.321, 7.100, -23.769], [-12.024, 5.993, -24.527], [-13.112, 5.221, -24.877], [-10.883, 5.722, -24.864], [-11.466, 7.484, -23.401], [-13.166, 7.162, -23.229], [-13.894, 5.840, -25.044], [-12.826, 4.568, -25.591], [-10.996, 2.097, -20.840], [-12.205, 2.365, -21.429], [-12.271, 3.601, -22.021], [-13.132, 1.569, -21.426], [-10.909, 1.441, -20.089], [-10.205, 2.621, -21.167], [-11.458, 4.165, -21.854], [-13.077, 3.859, -22.558], [-18.386, 0.740, -20.560], [-17.114, 0.737, -20.067], [-16.268, 1.535, -20.771], [-16.767, 0.070, -19.099], [-19.116, 0.117, -20.286], [-18.570, 1.328, -21.358], [-15.269, 1.544, -20.663], [-16.686, 2.029, -21.547], [-19.025, 8.365, -25.483], [-19.078, 9.506, -24.709], [-20.375, 9.869, -24.428], [-18.089, 10.120, -24.365], [-18.127, 8.121, -25.874], [-19.851, 7.844, -25.706], [-21.114, 9.309, -24.810], [-20.564, 10.787, -24.073], [-17.206, 3.259, -25.016], [-18.096, 2.930, -24.026], [-19.341, 3.453, -24.214], [-17.788, 2.181, -23.118], [-16.355, 2.743, -25.145], [-17.493, 3.922, -25.714], [-19.567, 3.838, -25.112], [-20.056, 3.360, -23.514], [-17.852, 6.515, -18.434], [-17.339, 7.774, -18.305], [-16.162, 7.947, -18.966], [-17.870, 8.681, -17.683], [-18.658, 6.285, -17.886], [-17.339, 5.817, -18.942], [-15.683, 8.821, -18.875], [-15.736, 7.165, -19.440]],
  "homo_lumo_gap_ev": 8.50,
  "smiles": "COC[C@H](C)N.COC[C@H](C)N.COC[C@H](C)N.COC[C@H](C)N.COC[C@H](C)N.NC(N)=O.NC(N)=O.NC(N)=O.NC(N)=O.NC(N)=O.NC(N)=O",
  "lumo_ev": -0.200,
  "spin_multiplicity": 1,
  "de_lowest_kcal_mol": 27.82
}

3.
{
  "formula": "C22H64O14",
  "method": "ωB97M-V with the def2-TZVPD basis set",
  "species": ["C", "C", "O", "C", "H", "H", "H", "H", "H", "H", "C", "C", "O", "C", "H", "H", "H", "H", "H", "H", "C", "C", "O", "C", "H", "H", "H", "H", "H", "H", "C", "C", "O", "C", "H", "H", "H", "H", "H", "H", "C", "O", "H", "H", "H", "H", "C", "O", "H", "H", "H", "H", "C", "O", "H", "H", "H", "H", "C", "O", "H", "H", "H", "H", "C", "O", "H", "H", "H", "H", "C", "O", "H", "H", "H", "H", "C", "O", "H", "H", "H", "H", "C", "O", "H", "H", "H", "H", "C", "O", "H", "H", "H", "H", "C", "O", "H", "H", "H", "H"],
  "positions_angstrom": [[13.240, 10.385, 9.828], [11.731, 10.620, 10.035], [11.160, 10.353, 11.065], [10.995, 11.315, 8.910], [13.789, 10.642, 10.716], [13.634, 11.043, 9.055], [13.408, 9.314, 9.676], [11.427, 10.966, 7.967], [11.110, 12.402, 8.954], [9.936, 11.082, 9.021], [12.776, 14.135, 12.855], [11.283, 14.216, 12.841], [10.612, 15.078, 12.259], [10.553, 13.133, 13.621], [13.273, 15.004, 12.428], [13.060, 13.196, 12.396], [13.147, 14.065, 13.886], [10.847, 12.110, 13.406], [9.487, 13.242, 13.434], [10.798, 13.353, 14.662], [15.919, 8.445, 7.462], [17.158, 8.906, 8.159], [18.140, 8.188, 8.227], [17.191, 10.315, 8.692], [15.068, 8.586, 8.131], [16.013, 7.413, 7.158], [15.719, 9.002, 6.539], [16.338, 10.408, 9.389], [17.079, 11.099, 7.941], [18.084, 10.460, 9.273], [7.114, 16.066, 9.449], [7.278, 14.865, 10.313], [6.655, 14.736, 11.366], [8.288, 13.803, 9.910], [7.182, 15.718, 8.425], [7.970, 16.719, 9.597], [6.146, 16.528, 9.586], [7.772, 12.895, 9.605], [8.900, 13.592, 10.816], [8.925, 14.033, 9.068], [10.958, 16.086, 8.891], [11.288, 15.029, 7.980], [10.025, 16.535, 8.508], [10.820, 15.652, 9.873], [11.684, 16.905, 9.037], [11.197, 15.365, 7.078], [14.254, 7.443, 11.958], [13.731, 6.144, 12.121], [14.795, 7.523, 11.026], [13.451, 8.183, 11.922], [14.881, 7.728, 12.807], [13.593, 6.015, 13.058], [13.926, 10.614, 14.160], [15.288, 10.431, 13.792], [13.277, 10.362, 13.331], [13.764, 10.000, 15.029], [13.664, 11.591, 14.561], [15.455, 11.072, 13.089], [9.463, 7.127, 12.130], [8.744, 6.695, 10.989], [8.712, 7.307, 12.909], [10.150, 6.332, 12.353], [9.978, 8.081, 12.011], [8.022, 7.329, 10.846], [11.546, 8.356, 5.873], [12.852, 8.474, 6.432], [10.780, 8.819, 6.498], [11.500, 8.941, 4.969], [11.286, 7.313, 5.681], [12.892, 7.914, 7.220], [11.658, 6.688, 9.506], [12.748, 6.629, 8.594], [11.892, 6.292, 10.490], [11.347, 7.700, 9.702], [10.748, 6.151, 9.183], [13.247, 5.835, 8.819], [7.742, 9.882, 10.804], [6.852, 8.811, 10.585], [7.353, 10.817, 10.381], [8.006, 10.083, 11.845], [8.676, 9.670, 10.310], [5.960, 9.045, 10.901], [17.128, 12.662, 11.986], [15.796, 12.247, 11.650], [17.289, 12.321, 13.007], [17.831, 12.276, 11.259], [17.182, 13.754, 11.991], [15.568, 12.650, 10.810], [14.735, 14.693, 9.269], [15.291, 13.392, 9.356], [14.740, 15.237, 10.221], [15.227, 15.344, 8.547], [13.692, 14.650, 8.949], [15.048, 12.912, 8.547], [13.575, 12.820, 6.330], [14.751, 12.142, 6.789], [13.636, 13.002, 5.256], [12.679, 12.229, 6.502], [13.532, 13.803, 6.777], [14.472, 11.291, 7.140]],
  "homo_lumo_gap_ev": 9.61,
  "lumo_ev": 0.139,
  "spin_multiplicity": 1,
  "de_lowest_kcal_mol": 18.52
}

Copy entry 1 word for word.
{
  "formula": "C10H16N10Pt",
  "method": "ωB97M-V with the def2-TZVPD basis set",
  "species": ["Pt", "N", "C", "N", "C", "N", "C", "C", "N", "C", "C", "N", "H", "H", "H", "H", "H", "C", "N", "C", "C", "N", "N", "C", "N", "N", "H", "H", "H", "H", "H", "H", "H", "H", "H", "H", "H"],
  "positions_angstrom": [[-0.953, 0.553, -0.708], [-5.123, 0.640, -0.477], [-4.059, 0.533, -1.260], [-2.986, 0.626, -0.488], [-3.480, 0.797, 0.779], [-4.781, 0.809, 0.820], [-2.549, 0.984, 1.890], [-2.930, 1.186, 3.208], [-2.024, 1.412, 4.153], [-0.744, 1.413, 3.795], [-0.350, 1.166, 2.486], [-1.259, 0.961, 1.540], [-6.098, 0.635, -0.741], [-4.081, 0.397, -2.330], [-3.976, 1.157, 3.491], [-0.011, 1.622, 4.565], [0.693, 1.126, 2.202], [3.707, 1.486, -0.824], [3.267, 0.105, -1.038], [4.304, -0.907, -1.278], [1.969, -0.198, -1.036], [1.020, 0.703, -0.993], [1.658, -1.540, -1.128], [0.421, -2.150, -1.250], [0.486, -3.485, -1.400], [-0.691, -1.497, -1.191], [4.698, 1.469, -0.381], [3.053, 2.001, -0.122], [3.751, 2.043, -1.762], [5.259, -0.403, -1.371], [4.133, -1.442, -2.214], [4.384, -1.609, -0.444], [1.354, 1.654, -1.054], [2.446, -2.164, -1.127], [1.356, -3.981, -1.492], [-0.353, -4.023, -1.529], [-1.510, -2.079, -1.293]],
  "homo_lumo_gap_ev": [7.81, 7.81],
  "lumo_ev": [-7.173, -7.174],
  "total_charge": 2,
  "spin_multiplicity": 1,
  "de_lowest_kcal_mol": 4.69
}